{
  "formula": "C10H12N4O",
  "method": "the ωB97M-V functional and the def2-TZVPD basis",
  "de_lowest_kj_mol": 494.5,
  "lumo_ev": 0.30,
  "largest_force_ev_per_a": 4.322,
  "homo_lumo_gap_ev": 9.01,
  "species": ["C", "C", "C", "C", "C", "C", "C", "C", "C", "C", "N", "N", "N", "N", "O", "H", "H", "H", "H", "H", "H", "H", "H", "H", "H", "H", "H"],
  "coordinates": [[-1.70630, -0.08859, -3.42013], [-1.33937, 1.23392, -3.09006], [-1.93388, -0.83362, -2.29892], [-0.88060, 1.63219, -1.89915], [-1.56885, -0.39914, -0.97565], [-0.93321, 0.80075, -0.70468], [3.03721, -2.66213, 3.12019], [-0.21580, 1.15780, 0.62448], [0.59724, -0.04321, 1.01147], [1.53140, 0.33510, 2.18323], [3.58822, -0.53244, 2.66256], [1.93544, -1.88369, 2.89717], [3.09138, -3.92661, 3.31524], [2.33336, -0.70896, 2.62041], [4.14103, -1.73869, 3.00710], [-1.89921, -0.33273, -4.40746], [-1.15175, 1.99161, -3.89302], [-2.29698, -1.81697, -2.40042], [-0.63424, 2.73227, -1.84689], [-1.87874, -1.05983, -0.16198], [0.20659, 2.02380, 0.26268], [-0.99984, 1.36115, 1.31704], [0.01476, -0.80551, 1.38679], [1.09840, -0.49748, 0.18670], [0.95726, 0.73212, 3.08112], [2.18544, 1.14141, 1.96882], [4.07071, -4.19470, 3.49892]],
  "atomic_forces_ev_per_a": [[0.048, 2.210, 2.812], [1.015, 0.333, -3.420], [0.771, 0.173, 1.107], [0.246, 1.527, 3.442], [-0.601, -0.522, -0.369], [-0.423, -0.041, -2.224], [0.350, -0.468, -0.121], [-2.738, -2.255, -2.470], [1.784, 1.823, 1.298], [-2.615, 1.986, 0.486], [1.672, 0.629, -0.088], [-2.186, -1.868, 0.206], [0.813, 1.551, 0.177], [3.031, -1.947, 0.535], [-1.403, 0.096, -0.040], [-0.416, -0.815, -1.572], [-0.612, -0.844, 0.482], [-0.537, -1.083, 0.056], [0.205, -1.358, 0.314], [0.452, -0.002, -0.156], [1.992, 2.053, 0.386], [-0.319, 0.390, 0.951], [-1.761, -1.566, 0.713], [0.842, 0.073, -0.652], [0.238, -0.769, -1.070], [0.747, 0.650, -0.571], [-0.595, 0.043, -0.211]]
}